## w
Here is C8H11P as an isolated structure from the OMol25 dataset. Energies are from ωB97M-V/def2-TZVPD.

Results
- HOMO energy (eV) = -7.81
- gap between HOMO and LUMO (eV) = 8.78
- charge = 0
- LUMO energy (Eh) = 0.03552

Last column: natural (NBO) charge in e.
Geometry (Å):
1 P -1.590 1.730 -0.475  0.503
2 C 0.837 -0.722 -0.907  -0.226
3 C -1.173 0.496 0.981  -0.363
4 C -1.057 -0.885 0.632  -0.237
5 C -0.203 -1.450 -0.281  -0.056
6 C 0.742 2.768 0.564  -0.628
7 C 1.026 0.602 -0.647  -0.235
8 C 0.146 1.500 0.000  -0.259
9 C -0.133 -2.963 -0.321  -0.615
10 H -0.080 3.370 0.946  0.217
11 H -0.811 -3.421 0.341  0.214
12 H -1.559 0.795 -1.510  -0.038
13 H -0.299 -3.257 -1.354  0.214
14 H 0.931 -3.142 -0.001  0.211
15 H -1.425 0.977 1.842  0.218
16 H 1.509 -1.469 -1.473  0.217
17 H 1.250 3.096 -0.315  0.229
18 H -1.521 -1.627 1.381  0.211
19 H 1.405 2.539 1.488  0.211
20 H 2.003 1.061 -0.889  0.211

=====

## x
Here is C8H11P in the gas phase from the OMol25 dataset. Energies are from ωB97M-V/def2-TZVPD.

Results
- HOMO energy (eV) = -8.13
- gap between HOMO and LUMO (eV) = 8.33
- SMILES = CC1=CC=[PH]=C(C)C=C1
- charge = 0
- LUMO energy (Eh) = 0.00717

Last column: natural (NBO) charge in e.
Geometry (Å):
1 P 1.510 1.454 -0.596  0.515
2 C -0.594 -0.956 -0.431  -0.218
3 C -1.388 0.157 -0.078  0.001
4 C 0.227 1.985 0.661  -0.439
5 C -2.839 0.182 -0.557  -0.638
6 C 0.770 -1.200 -0.223  -0.241
7 C 3.136 -0.792 0.268  -0.636
8 C -0.964 1.357 0.596  -0.227
9 C 1.727 -0.288 -0.031  -0.221
10 H -3.399 -0.476 0.030  0.219
11 H 3.253 -0.780 1.299  0.218
12 H -1.764 1.769 1.138  0.202
13 H 0.251 2.875 1.259  0.218
14 H 0.443 1.057 -1.397  -0.032
15 H 3.807 -0.147 -0.206  0.212
16 H -1.238 -1.880 -0.638  0.209
17 H -3.352 1.116 -0.383  0.213
18 H 3.252 -1.754 -0.199  0.213
19 H 1.068 -2.313 -0.054  0.205
20 H -2.860 0.026 -1.605  0.226

=====

Most stable = x

=====

## w
Here is C5H10NO5P in the gas phase from the OMol25 dataset. Energies are from ωB97M-V/def2-TZVPD.

Results
- HOMO energy (eV) = -9.73
- gap between HOMO and LUMO (eV) = 10.08
- SMILES = O=C(N1CCOCC1)P(=O)(O)O
- charge = 0
- LUMO energy (Eh) = 0.01310

Last column: natural (NBO) charge in e.
Geometry (Å):
1 P -2.623 0.546 0.465  2.213
2 O -3.654 1.775 0.380  -0.946
3 O -3.029 -0.204 1.658  -1.111
4 O -3.003 -0.407 -0.746  -0.975
5 O 2.426 -1.126 -1.061  -0.523
6 O -0.603 2.317 0.771  -0.591
7 N 0.309 0.318 0.188  -0.429
8 C 0.128 -1.110 -0.171  -0.256
9 C 1.582 0.973 -0.226  -0.243
10 C 2.836 0.083 -0.443  -0.069
11 C 1.496 -1.845 -0.244  -0.075
12 C -0.807 1.126 0.471  0.369
13 H 1.817 1.718 0.493  0.228
14 H 1.272 -2.801 -0.723  0.205
15 H 3.302 -0.122 0.532  0.165
16 H 3.582 0.622 -1.040  0.210
17 H 1.877 -2.027 0.754  0.173
18 H -3.895 -0.707 -0.439  0.519
19 H -0.516 -1.628 0.562  0.229
20 H 1.319 1.455 -1.215  0.195
21 H -0.360 -1.188 -1.177  0.199
22 H -3.456 2.231 1.212  0.510

=====

## x
Here is a 2-piece molecular cluster, C5H10NO5P overall from the OMol25 dataset. Energies are from ωB97M-V/def2-TZVPD.

Results
- HOMO energy (eV) = -8.03
- gap between HOMO and LUMO (eV) = 8.58
- SMILES = C/C(N)=C(/O)OC=O.COP=O
- charge = 0
- LUMO energy (Eh) = 0.02040

Last column: natural (NBO) charge in e.
Geometry (Å):
1 P 2.756 0.679 0.309  1.576
2 O -1.067 -1.130 -0.139  -0.514
3 O 0.660 -0.125 1.296  -0.739
4 O 0.090 -2.954 0.706  -0.554
5 O 3.709 -0.369 0.562  -1.077
6 O 2.091 0.358 -1.135  -0.854
7 N -0.869 2.120 1.355  -0.802
8 C -0.667 -0.134 0.743  0.388
9 C -0.556 -2.395 -0.149  0.642
10 C -2.660 1.235 0.045  -0.667
11 C -1.343 1.031 0.700  0.136
12 C 2.210 -0.837 -1.901  -0.243
13 H -3.528 1.757 0.463  0.238
14 H 0.573 -0.393 2.241  0.507
15 H -0.105 2.194 1.972  0.405
16 H -2.281 1.826 -0.896  0.230
17 H -1.029 -2.779 -1.102  0.127
18 H 1.668 -1.552 -1.292  0.180
19 H -3.013 0.231 -0.385  0.248
20 H 3.236 -1.036 -1.972  0.199
21 H 1.681 -0.639 -2.811  0.189
22 H -1.556 2.911 1.391  0.385

=====

Most stable = w

=====

## w
Here is CH2N2OS2 in the gas phase from the OMol25 dataset. Energies are from ωB97M-V/def2-TZVPD.

Results
- HOMO energy (eV) = -10.74
- gap between HOMO and LUMO (eV) = 10.58
- SMILES = N#C[S@](N)(=O)=S
- charge = 0
- LUMO energy (Eh) = -0.00588

Last column: natural (NBO) charge in e.
Geometry (Å):
1 S 0.371 -0.678 0.330  1.717
2 S 1.067 -1.992 -0.849  -0.278
3 O 0.609 -0.682 1.719  -0.858
4 N -1.209 -0.251 -0.082  -1.015
5 N 1.231 2.169 -0.416  -0.316
6 C 0.961 1.094 -0.199  -0.055
7 H -1.778 0.238 0.486  0.403
8 H -1.252 0.104 -0.990  0.401

=====

## x
Here is CH2N2OS2 as an isolated structure from the OMol25 dataset. Energies are from ωB97M-V/def2-TZVPD.

Results
- HOMO energy (eV) = -10.86
- gap between HOMO and LUMO (eV) = 8.94
- charge = 0
- LUMO energy (Eh) = -0.07038

Last column: natural (NBO) charge in e.
Geometry (Å):
1 S 1.559 1.633 0.941  -0.250
2 S 0.532 0.513 -0.209  1.674
3 O 0.765 0.339 -1.591  -0.856
4 N -1.120 0.797 -0.045  -1.015
5 N 0.584 -2.822 0.357  -0.414
6 C 0.763 -1.700 0.339  -0.012
7 H -1.605 0.145 -0.688  0.431
8 H -1.478 1.096 0.895  0.441

=====

Most stable = w

=====

## w
Here is a 2-piece molecular cluster, CH6NO2 overall from the OMol25 dataset. Energies are from ωB97M-V/def2-TZVPD.

Results
- HOMO energy (eV) = -2.96
- gap between HOMO and LUMO (eV) = 7.53
- charge = -1
- LUMO energy (Eh) = 0.16797

Last column: natural (NBO) charge in e.
Geometry (Å):
1 O 0.140 1.067 -0.356  -0.941
2 O 2.310 0.074 -1.266  -1.052
3 N -1.336 -0.805 0.156  -0.907
4 C -0.906 0.631 0.396  0.152
5 H -0.568 0.589 1.482  0.034
6 H -1.374 -1.286 1.069  0.315
7 H -1.821 1.213 0.412  0.088
8 H 2.581 -0.733 -0.835  0.439
9 H 1.516 0.566 -0.808  0.529
10 H -0.543 -1.317 -0.251  0.344

=====

## x
Here is a 2-piece molecular cluster, CH6NO2 overall from the OMol25 dataset. Energies are from ωB97M-V/def2-TZVPD.

Results
- HOMO energy (eV) = -2.56
- gap between HOMO and LUMO (eV) = 7.02
- charge = -1
- LUMO energy (Eh) = 0.16395

Last column: natural (NBO) charge in e.
Geometry (Å):
1 O 0.210 -2.923 -0.378  -0.969
2 O 1.069 0.607 -0.075  -0.913
3 N -1.241 1.318 0.798  -0.975
4 C 0.090 1.440 -0.190  0.181
5 H -1.344 0.352 1.170  0.326
6 H -0.428 1.417 -1.168  0.023
7 H 0.917 -2.835 -1.018  0.465
8 H 0.377 -2.162 0.223  0.498
9 H 0.384 2.483 -0.048  0.056
10 H -1.998 1.411 0.016  0.309

=====

## y
Here is a 2-piece molecular cluster, CH6NO2 overall from the OMol25 dataset. Energies are from ωB97M-V/def2-TZVPD.

Results
- HOMO energy (eV) = -2.57
- gap between HOMO and LUMO (eV) = 7.39
- charge = -1
- LUMO energy (Eh) = 0.17728

Last column: natural (NBO) charge in e.
Geometry (Å):
1 O 0.654 0.788 -1.691  -0.870
2 O -0.325 -2.060 1.483  -0.994
3 N -0.731 0.553 0.331  -1.112
4 C 0.501 0.950 -0.159  0.063
5 H -0.880 -2.149 0.711  0.468
6 H -0.276 0.611 -1.901  0.444
7 H -1.369 1.336 0.184  0.293
8 H 1.336 0.317 0.174  0.111
9 H 0.773 2.010 -0.004  0.090
10 H -0.024 -1.139 1.372  0.507

=====

Most stable = w

=====

## w
Here is a 2-piece molecular cluster, C3H7OS overall from the OMol25 dataset. Energies are from ωB97M-V/def2-TZVPD.

Results
- HOMO energy (alpha / beta) (eV) = -9.61 / -9.21
- gap between HOMO and LUMO (alpha / beta) (eV) = 10.28 / 7.05
- charge = 0
- LUMO energy (alpha / beta) (Eh) = 0.02497 / -0.07950
- spin multiplicity = 2

Last column: Mulliken spin population.
Geometry (Å):
1 S -0.661 -0.145 -2.087  0.973
2 O 2.982 -0.870 1.085  0.002
3 C -1.440 -0.041 -0.462  -0.040
4 C -0.959 0.962 0.567  -0.003
5 C 2.332 -0.907 0.086  0.022
6 H -2.469 0.186 -0.776  0.054
7 H -1.494 -1.003 0.062  0.010
8 H 1.929 -0.031 -0.453  -0.011
9 H 2.058 -1.874 -0.378  -0.011
10 H 0.041 0.702 0.918  0.003
11 H -0.666 1.893 0.056  0.000
12 H -1.651 1.128 1.383  0.000

=====

## x
Here is a 2-piece molecular cluster, C3H7OS overall from the OMol25 dataset. Energies are from ωB97M-V/def2-TZVPD.

Results
- HOMO energy (alpha / beta) (eV) = -8.60 / -8.60
- gap between HOMO and LUMO (alpha / beta) (eV) = 9.28 / 5.94
- charge = 0
- LUMO energy (alpha / beta) (Eh) = 0.02483 / -0.09775
- spin multiplicity = 2

Last column: Mulliken spin population.
Geometry (Å):
1 S -0.670 -1.197 1.746  0.989
2 O 0.639 1.183 0.363  -0.002
3 C -2.268 -1.158 0.950  -0.053
4 C 1.388 0.560 -0.582  0.003
5 C 2.271 1.176 -1.365  0.002
6 H -2.329 -1.950 0.203  0.051
7 H -3.089 -1.278 1.650  0.017
8 H 2.680 0.662 -2.213  0.000
9 H 2.443 2.236 -1.232  0.000
10 H 0.145 0.467 0.820  -0.009
11 H 1.167 -0.494 -0.765  -0.004
12 H -2.376 -0.206 0.425  0.006

=====

Most stable = x

=====

## w
Here is CH4O3S in the gas phase from the OMol25 dataset. Energies are from ωB97M-V/def2-TZVPD.

Results
- HOMO energy (eV) = -8.89
- gap between HOMO and LUMO (eV) = 9.36
- SMILES = OC(O)(O)S
- charge = 0
- LUMO energy (Eh) = 0.01711

Last column: natural (NBO) charge in e.
Geometry (Å):
1 S -1.815 -0.511 0.032  -0.235
2 O 0.442 0.964 -0.844  -0.713
3 O 0.379 0.105 1.331  -0.738
4 O 0.877 -1.205 -0.525  -0.720
5 C 0.168 -0.097 0.019  0.768
6 H 0.422 1.782 -0.354  0.494
7 H 0.651 -0.680 1.934  0.529
8 H -2.420 0.594 -0.276  0.121
9 H 1.296 -0.952 -1.318  0.495

=====

## x
Here is a 2-piece molecular cluster, CH4O3S overall from the OMol25 dataset. Energies are from ωB97M-V/def2-TZVPD.

Results
- HOMO energy (eV) = -10.21
- gap between HOMO and LUMO (eV) = 10.72
- charge = 0
- LUMO energy (Eh) = 0.01879

Last column: natural (NBO) charge in e.
Geometry (Å):
1 S -1.977 -0.059 1.335  0.957
2 O 0.827 1.281 -1.022  -0.620
3 O -1.239 -1.285 1.443  -1.020
4 O 1.244 -0.916 -0.566  -0.638
5 C 1.192 0.153 -1.297  0.641
6 H 0.803 -0.582 0.305  0.503
7 H -1.099 0.736 1.995  0.028
8 H 1.651 0.088 -2.344  0.114
9 H -1.403 0.584 0.151  0.034

=====

Most stable = w